Computed, not measured: a cluster of 8 separate species, C40H103N7O13 in total in a non-equilibrium geometry, with the ωB97M-V functional and the def2-TZVPD basis.

Last columns: bonded neighbours and bond lengths (Å).
Element x y z (Å)
1 H -2.27376 -2.92842 8.44210  C62 1.090
2 N -5.18012 -0.36347 0.34836  H40 1.010, C82 1.482, H100 1.010
3 C -4.94075 4.71342 2.20105  O75 1.429, H87 1.090, H137 1.090, H156 1.090
4 C 7.11952 1.41378 3.03320  H5 1.090, H9 1.090, C19 1.534, N53 1.494
5 H 7.33373 2.05734 3.88644  C4 1.090
6 C 3.28514 -3.39498 6.70612  H38 1.090, H47 1.090, C54 1.540, O61 1.469
7 C 0.34635 -10.82474 0.60258  O15 1.413, H72 1.090, H129 1.090, H133 1.090
8 C 1.09296 5.85322 -1.56521  O42 1.453, H132 1.090, H149 1.090, H154 1.090
9 H 7.06334 0.35096 3.26848  C4 1.090
10 N 1.13084 -6.75636 1.14779  C16 1.498, C36 1.504, H41 1.010
11 H -1.43011 -3.83784 5.60287  C115 1.090
12 H -6.55959 -1.43542 -0.75789  C82 1.090
13 H 1.32331 -2.95085 5.32596  N56 1.010
14 H 2.79164 1.26923 -10.91363  C66 1.090
15 O 0.98749 -9.81627 1.35640  C7 1.413, C92 1.466
16 C 2.29001 -7.70490 1.11014  N10 1.498, H90 1.090, C92 1.571, H99 1.090
17 H 2.94099 -5.72603 -0.87343  C48 1.090
18 H -1.39628 -0.90398 3.07305  O44 0.960
19 C 5.87439 1.98607 2.34417  C4 1.534, O93 1.388, H96 1.090, H139 1.090
20 H 11.48329 0.56575 2.19339  C80 1.090
21 H -6.00980 6.26357 0.32166  C127 1.090
22 H 11.71815 0.73437 -0.76169  C110 1.090
23 H 2.47593 4.07034 -8.84051  C138 1.090
24 C -10.76197 5.09370 -3.22548  O57 1.405, H58 1.090, H153 1.090, H161 1.090
25 C 0.22275 7.52703 1.69830  H88 1.090, C91 1.439, N95 1.447, C108 1.592
26 H 0.60013 1.33485 0.39139  C37 1.090
27 H 5.11837 -1.18971 7.29784  C46 1.090
28 H -8.65906 2.82162 -1.03175  C111 1.090
29 H 2.40904 -4.57002 0.32608  C48 1.090
30 H -7.86663 2.02266 -2.31308  C111 1.090
31 H 2.82189 -9.71239 0.39930  C92 1.090
32 C -4.86891 -2.64489 -0.43157  H45 1.090, H71 1.090, C82 1.502, H103 1.090
33 H 1.16838 -0.42032 -10.66025  C123 1.090
34 C 9.49267 0.91571 2.72966  N53 1.508, H70 1.090, C80 1.507, H101 1.090
35 C 5.90326 1.64792 -0.01300  H39 1.090, H55 1.090, H67 1.090, O93 1.443
36 C 0.87078 -5.97653 -0.11131  N10 1.504, C48 1.578, H97 1.090, H152 1.090
37 C -0.40330 1.01306 0.67011  H26 1.090, H136 1.090, C145 1.572, H159 1.090
38 H 4.30822 -3.71346 6.90606  C6 1.090
39 H 6.11786 2.71522 -0.06697  C35 1.090
40 H -4.59756 -0.03531 -0.40863  N2 1.010
41 H 1.21601 -6.15139 1.95206  N10 1.010
42 O 1.27249 6.65930 -0.36994  C8 1.453, C108 1.418
43 H 1.74078 -3.56763 -3.38620  C124 1.090
44 O -1.39234 -0.12639 2.51008  H18 0.960, C145 1.388
45 H -4.35441 -2.48049 -1.37834  C32 1.090
46 C 4.03574 -1.14842 7.41743  H27 1.090, O61 1.481, H69 1.090, H114 1.090
47 H 2.73118 -3.55203 7.63162  C6 1.090
48 C 2.09955 -5.10119 -0.57401  H17 1.090, H29 1.090, C36 1.578, O158 1.416
49 H 0.67396 5.64608 2.00892  N95 1.010
50 H 0.25935 0.97612 -10.26294  C123 1.090
51 H -0.85577 -1.14461 -8.95825  C130 1.090
52 H 1.25601 9.17010 1.21551  C91 1.090
53 N 8.28866 1.58704 2.11923  C4 1.494, C34 1.508, H109 1.010
54 C 2.80020 -4.23138 5.50773  C6 1.540, N56 1.456, H83 1.090, H94 1.090
55 H 6.80160 1.08307 -0.26207  C35 1.090
56 N 1.38585 -3.95853 5.29818  H13 1.010, C54 1.456, C113 1.431
57 O -9.67070 4.77562 -2.39913  C24 1.405, C142 1.403
58 H -11.28999 5.94907 -2.80401  C24 1.090
59 H 2.68310 3.52479 -10.47542  C138 1.090
60 H -0.26664 9.49683 2.11546  C91 1.090
61 O 3.34225 -1.96131 6.39186  C6 1.469, C46 1.481
62 C -1.94742 -2.30227 7.61171  H1 1.090, O78 1.454, H141 1.090, H155 1.090
63 H -1.52518 0.46116 -5.30928  C134 1.090
64 C -7.94110 -3.83378 2.23708  H74 1.090, H116 1.090, O125 1.473, H162 1.090
65 H -9.24293 3.18937 -3.60268  C142 1.090
66 C 2.47454 0.94559 -9.92226  H14 1.090, O107 1.421, C123 1.463, H144 1.090
67 H 5.07609 1.53368 -0.71359  C35 1.090
68 H -1.29486 1.13637 -8.94606  C81 1.090
69 H 3.79811 -0.13388 7.09751  C46 1.090
70 H 9.27447 -0.09063 3.08709  C34 1.090
71 H -4.00656 -2.72161 0.23067  C32 1.090
72 H 1.05969 -11.49989 0.12991  C7 1.090
73 H 1.89435 6.37412 1.50537  N95 1.010
74 H -7.06315 -4.14657 2.80228  C64 1.090
75 O -6.06276 4.44179 1.35890  C3 1.429, C127 1.366
76 H -8.09699 4.48111 -3.54006  C142 1.090
77 H 10.39598 -0.09609 -1.40161  C110 1.090
78 O -0.63609 -2.65796 7.09374  C62 1.454, C115 1.438
79 H -2.48918 0.26894 -7.99251  C81 1.090
80 C 10.57367 0.87878 1.68084  H20 1.090, C34 1.507, O117 1.418, H128 1.090
81 C -1.46705 0.64753 -7.98716  H68 1.090, H79 1.090, C130 1.522, O148 1.423
82 C -5.87262 -1.64249 0.06266  N2 1.482, H12 1.090, C32 1.502, C85 1.572
83 H 3.28076 -3.81534 4.62224  C54 1.090
84 H 0.07520 0.87236 -5.61780  C134 1.090
85 C -6.67687 -1.92560 1.38276  C82 1.572, H89 1.090, H105 1.090, O125 1.408
86 H -1.41541 -4.69221 7.09576  C115 1.090
87 H -5.00007 4.09701 3.09805  C3 1.090
88 H -0.70775 7.31479 2.22482  C25 1.090
89 H -5.91097 -2.17797 2.11612  C85 1.090
90 H 2.71197 -7.80608 2.11005  C16 1.090
91 C 0.61957 8.86598 2.04651  C25 1.439, H52 1.090, H60 1.090, H151 1.090
92 C 1.92454 -9.09972 0.48596  O15 1.466, C16 1.571, H31 1.090, H157 1.090
93 O 5.43354 1.21090 1.28007  C19 1.388, C35 1.443
94 H 3.07948 -5.28492 5.52021  C54 1.090
95 N 1.14975 6.52202 2.17155  C25 1.447, H49 1.010, H73 1.010
96 H 5.91885 3.05310 2.12606  C19 1.090
97 H 0.01475 -5.31317 0.01225  C36 1.090
98 H 0.31169 -5.55326 5.85025  C113 1.090
99 H 2.98738 -7.35082 0.35094  C16 1.090
100 H -4.58478 -0.32309 1.16325  N2 1.010
101 H 9.88697 1.41114 3.61688  C34 1.090
102 H 1.04420 -4.78811 7.22086  C113 1.090
103 H -5.34304 -3.62377 -0.36021  C32 1.090
104 H -7.98480 4.65047 0.12938  C120 1.090
105 H -7.20021 -1.00663 1.64677  C85 1.090
106 H -0.19683 7.99190 -0.49965  C108 1.090
107 O 2.57440 2.03494 -9.01498  C66 1.421, C138 1.389
108 C 0.05560 7.16030 0.15825  C25 1.592, O42 1.418, H106 1.090, H131 1.090
109 H 8.18786 0.97855 1.31944  N53 1.010
110 C 10.64209 0.62761 -0.62458  H22 1.090, H77 1.090, H112 1.090, O117 1.381
111 C -8.03129 3.01819 -1.90087  H28 1.090, H30 1.090, C142 1.493, N163 1.463
112 H 10.15934 1.60382 -0.57905  C110 1.090
113 C 0.54381 -4.57698 6.27581  N56 1.431, H98 1.090, H102 1.090, C115 1.546
114 H 3.99633 -1.17786 8.50632  C46 1.090
115 C -0.85235 -3.95824 6.51928  H11 1.090, O78 1.438, H86 1.090, C113 1.546
116 H -8.22692 -4.85350 1.97903  C64 1.090
117 O 10.30999 0.02987 0.57554  C80 1.418, C110 1.381
118 H 1.41534 -5.28470 -3.16231  C124 1.090
119 H 0.25040 0.99696 2.88536  C145 1.090
120 C -7.17063 4.80890 -0.57782  H104 1.090, H122 1.090, C127 1.530, N163 1.476
121 H 1.26761 0.61549 -7.98023  N146 1.010
122 H -7.37646 5.72236 -1.13578  C120 1.090
123 C 1.12032 0.39299 -9.93615  H33 1.090, H50 1.090, C66 1.463, N146 1.473
124 C 1.98561 -4.43877 -2.77852  H43 1.090, H118 1.090, H150 1.090, O158 1.364
125 O -7.70231 -2.86315 1.15529  C64 1.473, C85 1.408
126 H -0.47868 -1.15314 -7.41559  C130 1.090
127 C -5.91913 5.18212 0.21994  H21 1.090, O75 1.366, C120 1.530, H140 1.090
128 H 10.93467 1.89328 1.51184  C80 1.090
129 H -0.14944 -10.35017 -0.24423  C7 1.090
130 C -0.43461 -0.44130 -8.23987  H51 1.090, C81 1.522, H126 1.090, N146 1.513
131 H -0.82428 6.56438 -0.08421  C108 1.090
132 H 1.11132 6.56317 -2.39209  C8 1.090
133 H -0.35445 -11.43436 1.17296  C7 1.090
134 C -0.93003 1.28510 -5.70299  H63 1.090, H84 1.090, H135 1.090, O148 1.455
135 H -1.00396 2.08956 -4.97122  C134 1.090
136 H -0.98482 1.93448 0.70043  C37 1.090
137 H -4.85694 5.75691 2.50471  C3 1.090
138 C 2.20404 3.27095 -9.52981  H23 1.090, H59 1.090, O107 1.389, H160 1.090
139 H 5.06278 1.99126 3.07174  C19 1.090
140 H -5.00330 4.95735 -0.32672  C127 1.090
141 H -2.65908 -2.17808 6.79549  C62 1.090
142 C -8.73672 3.86244 -2.91070  O57 1.403, H65 1.090, H76 1.090, C111 1.493
143 H 0.66494 -0.31784 2.06522  C145 1.090
144 H 3.20449 0.16787 -9.69771  C66 1.090
145 C -0.17067 0.38161 2.09029  C37 1.572, O44 1.388, H119 1.090, H143 1.090
146 N 1.01404 -0.16039 -8.57505  H121 1.010, C123 1.473, C130 1.513
147 H -6.54238 2.75571 -0.77322  N163 1.010
148 O -1.29456 1.70286 -7.04874  C81 1.423, C134 1.455
149 H 0.09143 5.42309 -1.57003  C8 1.090
150 H 3.02835 -4.75518 -2.80425  C124 1.090
151 H 1.08437 8.82508 3.03159  C91 1.090
152 H 0.56192 -6.65386 -0.90750  C36 1.090
153 H -11.48156 4.35010 -3.56806  C24 1.090
154 H 1.77550 5.00855 -1.65883  C8 1.090
155 H -1.95853 -1.37565 8.18560  C62 1.090
156 H -4.04558 4.46085 1.63274  C3 1.090
157 H 1.61967 -8.91933 -0.54487  C92 1.090
158 O 1.58903 -4.16222 -1.50302  C48 1.416, C124 1.364
159 H -0.91115 0.30824 0.01177  C37 1.090
160 H 1.12812 3.32802 -9.69490  C138 1.090
161 H -10.39874 5.54598 -4.14831  C24 1.090
162 H -8.68607 -3.48597 2.95272  C64 1.090
163 N -6.81753 3.57163 -1.30110  C111 1.463, C120 1.476, H147 1.010

HOMO energy = -8.433 eV
F_max = 4.0 eV/Å
Total charge = 0
Multiplicity = 1
Frontier orbital gap = 0.3190 Eh
ΔE to the lowest compared entry with this formula, charge and spin = 5.864 eV

Here are the Löwdin charges for atoms 1 to 2, given in e: number 1, H, carries 0.0839; number 2, N, carries 0.0108